(1)
Formula: C43H89BClN4O19
Source: OMol25
Level of theory: the ωB97M-V functional and the def2-TZVPD basis

Kohn-Sham gap = 8.22 eV
net charge = +1
DFT total energy = -104088.847 eV
E_LUMO = -3.41 eV

Each line ends with the Löwdin charge.
CARTESIAN COORDINATES (ANGSTROEM)
C  3.56222  -1.54539  4.35035  -0.120
C  3.20215  -2.17190  2.89493  -0.236
C  1.60222  -2.11624  2.77815  -0.601
Cl  1.02810  -3.88568  2.97674  0.619
N  1.09120  -1.65246  1.46236  0.039
C  -0.22995  -0.98067  1.59663  -0.184
N  -1.36955  -1.79446  1.90345  0.048
C  -2.38795  -1.95523  0.83874  -0.072
C  -2.47648  -3.50822  0.35790  -0.292
O  -1.59111  -4.36759  1.11642  -0.100
C  -3.97699  -4.03422  0.56229  -0.201
N  -4.82999  -3.81850  -0.66681  -0.011
B  -1.85486  -1.78313  3.29674  -0.522
C  -1.68476  -0.54329  4.36877  -0.012
O  -2.52565  -2.95089  3.82234  0.097
N  -0.23464  0.31461  1.36309  0.030
C  -1.47384  1.12236  1.40597  -0.108
C  -1.82758  1.81307  -0.02735  -0.136
C  -1.89795  3.41667  0.11502  -0.191
C  -3.24709  3.95209  0.77950  -0.193
C  -3.22894  4.02850  2.37692  -0.200
C  -1.99522  4.86464  2.98147  -0.179
C  -1.06826  3.96907  3.95693  -0.169
C  -0.30469  4.87220  5.06338  -0.175
O  0.12726  4.07333  6.18792  -0.037
C  1.27637  3.31990  5.89307  -0.404
C  1.54015  1.93359  6.66921  0.014
O  2.16701  3.65954  5.07821  0.030
C  1.03475  1.05432  1.01420  -0.092
C  1.94408  1.35196  2.32254  -0.111
C  3.07679  2.39829  1.80144  -0.367
C  2.58683  3.92426  1.84120  -0.072
C  4.49881  2.12926  2.49301  -0.071
H  3.00612  -0.55039  4.50548  0.047
H  4.68036  -1.30567  4.41436  0.087
H  3.21371  -2.22805  5.20529  0.093
H  3.54609  -3.26769  2.88819  0.094
H  3.75262  -1.60030  2.08316  0.111
H  1.18125  -1.56757  3.67773  0.112
H  0.97002  -2.44335  0.81565  0.128
H  -2.04220  -1.38450  -0.10064  0.147
H  -3.39185  -1.53665  1.16537  0.134
H  -2.16627  -3.62303  -0.74680  0.151
H  -1.35184  -5.16130  0.59240  0.112
H  -4.42951  -3.39396  1.40598  0.118
H  -4.04204  -5.12252  0.91736  0.129
H  -4.23614  -3.71956  -1.50626  0.068
H  -5.25788  -2.88711  -0.50521  0.076
H  -2.74161  -0.18024  4.63569  0.095
H  -1.21198  -0.90003  5.35641  0.086
H  -1.01094  0.28973  3.98451  0.044
H  -2.65285  -2.83176  4.79112  0.110
H  -1.30308  1.99873  2.11966  0.107
H  -2.41298  0.57845  1.72303  0.129
H  -0.98690  1.59207  -0.77720  0.106
H  -2.77421  1.37278  -0.49240  0.124
H  -0.95936  3.84031  0.61378  0.103
H  -1.88614  3.81468  -0.96462  0.113
H  -4.18929  3.38533  0.44729  0.124
H  -3.38126  5.03450  0.40686  0.107
H  -4.17613  4.58932  2.70703  0.117
H  -3.31239  2.97554  2.80484  0.097
H  -1.35762  5.29364  2.13911  0.109
H  -2.32471  5.76289  3.61324  0.113
H  -1.69616  3.22701  4.56116  0.123
H  -0.30997  3.37455  3.34723  0.069
H  -1.08459  5.63861  5.40825  0.135
H  0.53466  5.49109  4.58364  0.140
H  0.62406  1.24145  6.61247  0.082
H  2.38944  1.37059  6.14190  0.079
H  1.86057  2.08817  7.74636  0.094
H  1.62897  0.51793  0.19450  0.150
H  0.81232  2.09534  0.57956  0.126
H  1.33637  1.83225  3.16455  0.103
H  2.51798  0.43892  2.67392  0.070
H  3.21329  2.13444  0.68702  0.124
H  3.41810  4.67762  2.00071  0.092
H  2.12644  4.15189  0.80855  0.078
H  1.73595  3.99091  2.59064  0.047
H  5.26882  1.94440  1.65890  0.088
H  4.88933  3.00727  3.09757  0.082
H  4.48454  1.22257  3.19119  0.064
C  -3.93392  -6.30934  -7.48409  -0.068
C  -5.35513  -5.79529  -7.35972  -0.214
O  -5.98395  -6.30634  -6.17746  0.036
C  -5.64872  -5.69221  -5.03367  -0.591
O  -4.88649  -4.76157  -4.92228  0.107
O  -6.28789  -6.30813  -4.02806  0.006
C  -5.94924  -5.80271  -2.73755  -0.068
H  -3.91370  -7.40042  -7.42405  0.083
H  -3.49238  -5.99831  -8.43353  0.081
H  -3.30530  -5.93371  -6.67320  0.072
H  -5.94615  -6.15106  -8.20627  0.124
H  -5.39252  -4.70274  -7.37759  0.123
H  -6.07594  -4.72125  -2.68886  0.072
H  -4.92360  -6.08171  -2.48684  0.091
H  -6.62030  -6.26000  -2.01045  0.097
C  -5.08658  7.53150  -5.72242  -0.064
C  -5.02075  6.22780  -4.95101  -0.215
O  -4.31594  6.39846  -3.71335  0.023
C  -5.02074  6.96456  -2.72167  -0.593
O  -6.16927  7.32303  -2.78138  0.130
O  -4.21322  7.08614  -1.65431  -0.015
C  -4.81589  7.75628  -0.54767  -0.049
H  -4.08601  7.95177  -5.85226  0.083
H  -5.53611  7.37616  -6.70557  0.083
H  -5.67884  8.27766  -5.18777  0.077
H  -4.46077  5.49011  -5.53007  0.121
H  -6.01635  5.81133  -4.77608  0.125
H  -5.76923  7.29841  -0.27639  0.098
H  -4.95067  8.81431  -0.78050  0.103
H  -4.13977  7.67213  0.30411  0.086
C  7.88856  -2.36662  10.18730  -0.066
C  7.72562  -1.51252  8.94505  -0.215
O  7.97778  -2.27790  7.75922  0.033
C  6.97367  -3.07165  7.36022  -0.594
O  5.89929  -3.18460  7.89791  0.115
O  7.38076  -3.74047  6.26921  0.003
C  6.43230  -4.69086  5.78914  -0.045
H  8.86585  -2.85571  10.19134  0.084
H  7.79280  -1.75840  11.08945  0.082
H  7.13602  -3.15771  10.22468  0.076
H  8.46208  -0.70621  8.95857  0.123
H  6.73779  -1.04561  8.90262  0.122
H  5.45295  -4.23260  5.63533  0.083
H  6.35933  -5.52830  6.48583  0.102
H  6.78917  -5.06825  4.83044  0.095
C  -0.97640  -0.51334  -6.38889  -0.063
C  0.40644  -0.22198  -5.83906  -0.209
O  0.63742  1.19152  -5.75602  0.041
C  0.07705  1.80812  -4.70766  -0.590
O  -0.58414  1.28349  -3.84126  0.097
O  0.35431  3.11787  -4.79868  0.011
C  -0.26156  3.90352  -3.78340  -0.047
H  -1.12824  0.00399  -7.33945  0.085
H  -1.11246  -1.58597  -6.54326  0.082
H  -1.75517  -0.16261  -5.70734  0.073
H  1.15993  -0.62314  -6.52010  0.125
H  0.56393  -0.69907  -4.86783  0.120
H  -0.03785  3.51166  -2.78848  0.078
H  -1.34066  3.94302  -3.94737  0.100
H  0.13669  4.91598  -3.85213  0.100
C  5.09004  -3.10503  -9.54144  -0.066
C  4.57416  -4.41945  -8.98868  -0.212
O  5.00123  -4.60913  -7.63300  0.037
C  4.30517  -3.93325  -6.70892  -0.591
O  3.36705  -3.20345  -6.91753  0.111
O  4.85111  -4.18813  -5.50847  0.005
C  4.25613  -3.45860  -4.43878  -0.053
H  6.17384  -3.03592  -9.41872  0.083
H  4.84660  -3.00996  -10.60191  0.082
H  4.65434  -2.25489  -9.01124  0.074
H  4.99253  -5.24639  -9.56626  0.124
H  3.48594  -4.49093  -9.06610  0.124
H  3.17236  -3.59145  -4.42128  0.092
H  4.51240  -2.40023  -4.52239  0.098
H  4.66569  -3.84269  -3.50404  0.092

=====

(2)
Formula: C3H6N4PtS4Sb
Source: OMol25
Level of theory: the ωB97M-V functional and the def2-TZVPD basis

Kohn-Sham gap (alpha / beta) = 7.04 / 5.60 eV
multiplicity = 2
<S²> = 0.77
DFT total energy = -62293.988 eV
E_LUMO (alpha / beta) = -0.58 / -2.10 eV

Each line ends with the Löwdin charge.
CARTESIAN COORDINATES (ANGSTROEM)
Pt  -2.34690  0.54319  0.63360  0.092
C  3.11090  -0.36567  -0.06869  0.002
C  1.91456  -1.03051  -0.61673  -0.334
N  1.87029  -2.05580  -1.39871  0.121
N  0.55903  -2.30055  -1.62580  0.030
C  -0.24280  -1.42385  -0.98361  -0.761
S  -1.89890  -1.37029  -1.01064  0.607
N  0.63907  -0.59346  -0.32427  -0.094
N  0.23432  0.45791  0.46725  0.036
H  4.00204  -0.87009  -0.42797  0.091
H  3.09084  -0.39827  1.02133  0.090
H  3.13669  0.67971  -0.37865  0.090
H  0.26133  -3.05941  -2.21799  0.161
H  0.51841  0.36751  1.44149  0.106
H  0.52818  1.36724  0.11644  0.114
S  -4.52010  4.40844  0.45172  -0.149
Sb  -4.31756  2.74141  2.03503  0.227
S  -1.86802  2.28246  2.11686  -0.244
S  -4.67138  0.62003  0.76934  -0.185

=====

(3)
Formula: C19H50NO21P4
Source: OMol25
Level of theory: the ωB97M-V functional and the def2-TZVPD basis

Kohn-Sham gap = 7.00 eV
net charge = -1
DFT total energy = -102166.822 eV
E_LUMO = 2.01 eV

Each line ends with the Löwdin charge.
CARTESIAN COORDINATES (ANGSTROEM)
C  -0.52347  -1.70175  3.77971  -0.098
N  -1.71193  -0.95238  3.37243  -0.161
C  -2.94512  -1.36141  3.97361  -0.223
O  -3.67088  -2.37122  3.25333  -0.088
C  -3.23337  -3.67656  3.51497  -0.269
O  -3.41895  -4.45711  2.37445  -0.086
C  -2.22010  -4.74456  1.67649  -0.199
C  -2.50068  -5.75847  0.59381  -0.225
O  -3.28816  -5.21556  -0.46442  -0.067
C  -1.84065  -0.70262  1.93155  -0.113
C  -0.48360  -0.37894  1.24069  -0.695
O  -0.28959  0.83387  1.00110  -0.067
O  0.26468  -1.35696  1.00152  -0.069
H  -0.68537  -2.09846  4.78572  0.076
H  -0.26321  -2.51319  3.09289  0.071
H  0.34150  -1.03592  3.82621  0.080
H  -2.72903  -1.72156  4.98636  0.122
H  -3.63680  -0.52045  4.05143  0.123
H  -3.80915  -4.12491  4.33464  0.134
H  -2.16945  -3.66019  3.78089  0.109
H  -1.47180  -5.16536  2.36309  0.128
H  -1.80338  -3.82974  1.23460  0.128
H  -3.06296  -6.59666  1.01197  0.117
H  -1.54694  -6.12823  0.20791  0.123
H  -2.70505  -5.00730  -1.19707  0.086
H  -2.49331  0.16663  1.81079  0.101
H  -2.30371  -1.54612  1.40705  0.107
C  -0.07692  2.45338  5.51147  -0.085
O  -1.30479  2.90189  6.09413  -0.214
P  -2.53216  3.35500  5.18666  0.339
O  -3.61856  2.37415  5.13781  -0.230
O  -1.90481  3.83450  3.82944  -0.217
C  -1.75380  2.91590  2.71692  -0.067
O  -2.94095  4.75623  5.81610  -0.216
C  -3.94130  4.75863  6.83672  -0.108
H  -0.23535  1.55854  4.90744  0.085
H  0.36642  3.23790  4.89927  0.088
H  0.58704  2.21511  6.33836  0.085
H  -2.32452  2.00527  2.88263  0.064
H  -0.70545  2.66055  2.59543  0.069
H  -2.10903  3.41563  1.82049  0.092
H  -3.62891  4.15753  7.69169  0.087
H  -4.88228  4.37171  6.44885  0.083
H  -4.06208  5.79380  7.14667  0.082
C  -4.71660  -10.79255  -4.12213  -0.102
O  -4.77334  -9.53246  -3.46427  -0.210
P  -4.77831  -9.39292  -1.87584  0.345
O  -3.49751  -8.95529  -1.32012  -0.222
O  -5.31574  -10.78918  -1.34143  -0.221
C  -4.39431  -11.77240  -0.85737  -0.093
O  -6.02937  -8.48537  -1.59584  -0.207
C  -5.84958  -7.05413  -1.50729  -0.066
H  -3.79026  -11.31885  -3.88345  0.088
H  -5.57321  -11.41043  -3.85267  0.087
H  -4.73887  -10.58770  -5.18929  0.087
H  -3.42401  -11.32317  -0.65089  0.081
H  -4.29156  -12.56659  -1.59737  0.081
H  -4.80768  -12.18473  0.06012  0.088
H  -5.44274  -6.66097  -2.43793  0.092
H  -5.18357  -6.79665  -0.68876  0.068
H  -6.83644  -6.63613  -1.33393  0.089
C  1.28370  2.49469  -0.85117  -0.077
O  2.48824  3.04526  -1.44179  -0.209
P  2.80829  2.91009  -2.97562  0.331
O  2.58382  4.13772  -3.75268  -0.251
O  2.04475  1.62251  -3.48626  -0.211
C  0.76810  1.73073  -4.12267  -0.091
O  4.30165  2.37759  -3.01312  -0.209
C  5.33902  3.35987  -3.08521  -0.103
H  0.40732  2.97574  -1.28739  0.090
H  1.23340  1.41804  -0.97896  0.081
H  1.31557  2.70134  0.21091  0.076
H  0.58097  2.75523  -4.44261  0.080
H  -0.00419  1.40444  -3.42706  0.088
H  0.77836  1.07338  -4.98938  0.085
H  5.29026  4.03765  -2.23178  0.087
H  5.25303  3.93044  -4.00865  0.080
H  6.28721  2.82965  -3.07218  0.086
C  7.04711  9.93108  -5.29593  -0.096
O  8.10592  9.04569  -4.93672  -0.211
P  7.91790  7.88485  -3.86287  0.339
O  7.85631  6.54360  -4.44552  -0.227
O  6.69177  8.32254  -2.96944  -0.216
C  5.38307  7.78310  -3.23949  -0.071
O  9.11570  8.13309  -2.86193  -0.210
C  10.34461  7.42949  -3.08923  -0.092
H  6.21681  9.38513  -5.74637  0.090
H  6.69684  10.48751  -4.42705  0.089
H  7.45566  10.62082  -6.02953  0.087
H  5.44365  6.90656  -3.88164  0.080
H  4.77310  8.55105  -3.71337  0.084
H  4.93262  7.50296  -2.29154  0.093
H  10.75690  7.67584  -4.06780  0.089
H  10.18349  6.35550  -3.02108  0.086
H  11.03007  7.75567  -2.31219  0.086

=====

no.,largest force on an atom (hartree/bohr)
1,0.079
2,0.034
3,0.010